Entry 1:
{
  "formula": "C21H48FN3O10S2",
  "method": "wB97M-V/def2-TZVPD",
  "fmax_ev_per_a": 0.3,
  "smiles": "CCO[C@@]1([C@@H](C)F)COS(=O)(=O)[C@@H](S(C)(=O)=O)[C@@H]1N.COCCNCCOC.COCCNCCOC",
  "homo_lumo_gap_ev": 9.08,
  "charge": 0,
  "elements": ["C", "C", "O", "C", "C", "C", "F", "C", "O", "S", "O", "O", "C", "S", "C", "O", "O", "C", "N", "H", "H", "H", "H", "H", "H", "H", "H", "H", "H", "H", "H", "H", "H", "H", "H", "H", "H", "C", "O", "C", "C", "N", "C", "C", "O", "C", "H", "H", "H", "H", "H", "H", "H", "H", "H", "H", "H", "H", "H", "H", "H", "C", "O", "C", "C", "N", "C", "C", "O", "C", "H", "H", "H", "H", "H", "H", "H", "H", "H", "H", "H", "H", "H", "H", "H"],
  "xyz": [[0.29, 3.67, 2.19], [-0.07, 3.56, 0.72], [0.60, 2.52, 0.00], [0.29, 1.15, 0.23], [1.22, 0.51, 1.30], [2.48, 1.28, 1.63], [0.50, 0.37, 2.50], [-1.17, 0.98, 0.63], [-1.46, -0.43, 0.73], [-1.62, -1.15, -0.66], [-2.52, -0.40, -1.47], [-1.86, -2.52, -0.35], [0.07, -0.98, -1.24], [0.24, -1.63, -2.95], [0.00, -3.38, -2.78], [-0.82, -1.07, -3.73], [1.61, -1.41, -3.34], [0.54, 0.50, -1.16], [1.97, 0.56, -1.43], [-0.29, 4.49, 2.62], [0.06, 2.76, 2.75], [1.35, 3.90, 2.31], [0.24, 4.47, 0.20], [-1.15, 3.48, 0.58], [1.46, -0.50, 0.99], [2.86, 1.84, 0.78], [3.26, 0.60, 1.96], [2.28, 1.98, 2.44], [-1.39, 1.40, 1.60], [-1.83, 1.43, -0.12], [0.67, -1.63, -0.60], [-0.61, -3.60, -1.91], [0.99, -3.84, -2.70], [-0.50, -3.69, -3.69], [-0.06, 1.05, -1.89], [2.31, 1.45, -1.09], [2.17, 0.52, -2.42], [7.87, 3.51, -2.89], [7.53, 4.79, -2.41], [6.57, 5.48, -3.20], [5.30, 5.71, -2.41], [4.63, 4.45, -2.14], [3.48, 4.54, -1.26], [3.71, 4.99, 0.18], [4.49, 4.08, 0.94], [5.89, 4.27, 0.91], [8.66, 3.13, -2.26], [7.02, 2.82, -2.86], [8.23, 3.55, -3.93], [6.35, 4.92, -4.11], [6.99, 6.45, -3.49], [4.62, 6.35, -2.99], [5.57, 6.26, -1.50], [5.30, 3.80, -1.74], [3.00, 3.55, -1.22], [2.75, 5.22, -1.71], [2.74, 5.04, 0.67], [4.16, 5.99, 0.23], [6.14, 5.33, 0.80], [6.37, 3.72, 0.10], [6.29, 3.91, 1.85], [-4.02, -3.34, 1.96], [-4.51, -4.33, 2.83], [-5.78, -4.03, 3.41], [-6.82, -5.02, 2.94], [-7.09, -4.83, 1.52], [-7.97, -5.83, 0.93], [-7.47, -7.27, 0.88], [-6.35, -7.46, 0.04], [-5.08, -7.28, 0.64], [-3.02, -3.64, 1.65], [-4.64, -3.23, 1.06], [-3.96, -2.37, 2.45], [-6.08, -3.01, 3.16], [-5.68, -4.11, 4.50], [-7.75, -4.85, 3.50], [-6.47, -6.03, 3.19], [-6.22, -4.82, 1.02], [-8.19, -5.52, -0.10], [-8.92, -5.82, 1.47], [-8.27, -7.89, 0.47], [-7.24, -7.66, 1.89], [-5.10, -7.56, 1.70], [-4.74, -6.24, 0.57], [-4.37, -7.91, 0.11]],
  "mulliken_charge": [-1.22, -0.21, -0.45, 1.69, 0.35, -1.28, -0.48, -1.95, -0.38, 1.47, -0.65, -0.64, -0.40, 1.47, -0.91, -0.65, -0.67, -1.27, -0.53, 0.49, 0.31, 0.15, 0.55, 0.34, 0.42, 0.08, 0.38, 0.35, 0.52, 0.75, 0.61, 0.22, 0.35, 0.41, 0.45, -0.13, 0.41, -0.73, -0.36, -0.77, -0.23, -0.25, 0.04, -0.58, -0.37, -0.68, 0.25, 0.30, 0.36, 0.42, 0.40, 0.33, 0.21, 0.16, -0.41, 0.46, 0.19, 0.53, 0.30, 0.24, 0.28, -0.80, -0.38, -0.79, -0.22, -0.29, -0.71, -0.46, -0.41, -0.51, 0.22, 0.33, 0.45, 0.38, 0.39, 0.38, 0.19, 0.07, 0.38, 0.39, 0.34, 0.34, 0.26, 0.16, 0.28]
}

***

Entry 2:
{
  "formula": "C21H48IInO6P2Si",
  "method": "wB97M-V/def2-TZVPD",
  "fmax_ev_per_a": 5.2,
  "homo_lumo_gap_ev": 6.30,
  "charge": 2,
  "elements": ["C", "C", "H", "H", "H", "O", "I", "In", "P", "C", "C", "H", "H", "H", "H", "H", "H", "C", "H", "H", "H", "P", "C", "C", "H", "H", "H", "C", "H", "H", "H", "H", "H", "H", "C", "O", "C", "C", "C", "C", "O", "Si", "O", "O", "C", "C", "C", "C", "O", "C", "C", "C", "C", "H", "H", "H", "H", "H", "H", "H", "H", "H", "H", "H", "H", "H", "H", "H", "H", "H", "H", "H", "H", "H", "H", "H", "H", "H", "H", "H"],
  "xyz": [[-0.06, 0.34, -9.80], [-0.06, 1.04, -8.46], [-0.06, 1.09, -10.60], [-0.96, -0.28, -9.90], [0.82, -0.29, -9.90], [-0.05, 2.23, -8.27], [-0.07, -0.26, -6.66], [-0.06, 0.06, -2.20], [2.42, 0.23, -2.14], [3.24, 1.54, -1.22], [2.95, -1.32, -1.37], [4.04, -1.44, -1.45], [4.09, 0.09, -3.88], [2.47, -2.18, -1.86], [2.50, -0.53, -4.43], [2.95, 1.53, -0.16], [2.67, -1.34, -0.32], [3.00, 0.25, -3.84], [4.33, 1.44, -1.28], [2.77, 1.21, -4.31], [2.97, 2.52, -1.63], [-2.55, 0.27, -2.13], [-3.35, 1.61, -1.22], [-3.13, 0.30, -3.84], [-2.66, -2.13, -1.87], [-4.21, -1.37, -1.46], [-2.84, -1.31, -0.32], [-3.12, -1.27, -1.38], [-2.65, -0.48, -4.43], [-4.22, 0.16, -3.88], [-4.44, 1.52, -1.27], [-3.07, 2.59, -1.64], [-2.88, 1.26, -4.31], [-3.06, 1.61, -0.16], [-0.05, 2.37, -1.12], [0.02, 3.24, -0.35], [-1.98, -3.44, 1.87], [-1.76, -2.19, 2.73], [-3.00, -1.29, 2.66], [-1.46, -2.57, 4.18], [-0.55, -1.50, 2.31], [0.06, -0.38, 1.31], [-0.15, -0.81, -0.22], [-0.65, 1.05, 1.67], [-0.65, 2.12, 2.72], [-1.83, 3.02, 2.38], [-0.82, 1.54, 4.11], [0.66, 2.90, 2.68], [1.66, -0.23, 1.63], [2.62, -0.82, 2.58], [3.96, -0.17, 2.22], [2.24, -0.51, 4.03], [2.69, -2.34, 2.42], [-2.83, -4.01, 2.25], [-1.09, -4.09, 1.90], [-2.21, -3.17, 0.82], [-3.86, -1.86, 3.04], [-2.88, -0.40, 3.29], [-3.23, -0.99, 1.63], [-0.55, -3.20, 4.21], [-1.29, -1.65, 4.77], [-2.28, -3.12, 4.65], [-2.77, 2.43, 2.41], [-1.94, 3.85, 3.09], [-1.71, 3.46, 1.38], [0.02, 0.88, 4.39], [-0.83, 2.37, 4.85], [-1.78, 1.01, 4.22], [1.51, 2.24, 2.93], [0.81, 3.38, 1.71], [0.63, 3.71, 3.44], [3.87, 0.93, 2.33], [4.78, -0.50, 2.87], [4.24, -0.41, 1.19], [1.30, -1.01, 4.30], [3.03, -0.91, 4.69], [2.19, 0.58, 4.20], [1.73, -2.80, 2.71], [2.96, -2.64, 1.39], [3.46, -2.73, 3.09]],
  "mulliken_charge": [-0.87, 0.47, 0.31, 0.31, 0.31, -0.39, -0.08, 1.17, 0.57, -0.82, -0.92, 0.56, 0.45, 0.45, 0.31, -0.09, -0.23, -1.11, 0.50, 0.39, 0.43, 0.58, -0.98, -1.10, 0.41, 0.63, -0.21, -1.12, 0.31, 0.45, 0.52, 0.42, 0.39, 0.05, -0.07, -0.12, -1.36, 1.44, -0.78, -1.51, 0.99, -2.53, -0.72, 1.64, 1.37, -1.60, -1.30, -1.12, 0.51, 1.59, -1.37, -1.57, -1.32, 0.48, 0.28, 0.09, 0.55, 0.05, 0.03, 0.26, 0.30, 0.50, 0.34, 0.40, 0.20, 0.13, 0.54, 0.20, 0.03, 0.20, 0.48, 0.29, 0.45, 0.14, 0.02, 0.64, 0.29, 0.05, 0.29, 0.53]
}

***

Entry 3:
{
  "formula": "C21H48N10NiO3S2",
  "method": "wB97M-V/def2-TZVPD",
  "fmax_ev_per_a": 1.2,
  "de_lowest_kcal_mol": 0.0,
  "homo_lumo_gap_ev": [7.37, 7.36],
  "charge": 0,
  "elements": ["Ni", "C", "N", "C", "C", "N", "C", "C", "N", "C", "C", "N", "C", "N", "C", "C", "N", "C", "C", "C", "C", "N", "C", "N", "C", "C", "N", "C", "C", "N", "C", "C", "H", "H", "H", "H", "H", "H", "H", "H", "H", "H", "H", "H", "H", "H", "H", "H", "H", "H", "H", "H", "H", "H", "H", "H", "H", "H", "H", "H", "H", "H", "H", "H", "H", "H", "H", "H", "H", "H", "H", "H", "H", "H", "H", "H", "H", "H", "H", "H", "O", "S", "O", "O", "S"],
  "xyz": [[0.64, -0.19, 0.35], [6.01, 0.28, -0.19], [4.71, -0.33, 0.01], [4.68, -1.78, 0.04], [3.54, 0.38, -0.05], [2.54, 0.11, 0.75], [2.74, -0.60, 2.00], [1.86, 0.16, 2.99], [0.50, 0.30, 2.41], [0.09, 1.71, 2.52], [-1.28, 2.00, 1.95], [-1.39, 1.53, 0.58], [-2.42, 2.01, -0.07], [-3.39, 2.85, 0.50], [-3.41, 4.24, 0.14], [-4.12, 2.46, 1.68], [-2.65, 1.71, -1.37], [-3.82, 2.18, -2.09], [-1.66, 1.04, -2.21], [-0.45, -0.64, 3.05], [-1.47, -1.18, 2.05], [-0.71, -1.71, 0.93], [-1.27, -2.60, 0.15], [-0.52, -3.56, -0.45], [0.78, -3.92, 0.10], [-0.69, -3.90, -1.85], [-2.62, -2.64, -0.09], [-3.35, -3.86, -0.34], [-3.36, -1.41, -0.25], [3.45, 1.41, -0.91], [4.13, 1.39, -2.21], [2.41, 2.41, -0.74], [6.68, -0.05, 0.61], [6.45, 0.01, -1.15], [5.92, 1.36, -0.14], [5.20, -2.18, -0.84], [5.17, -2.17, 0.94], [3.65, -2.12, 0.00], [2.40, -1.64, 1.93], [3.78, -0.60, 2.33], [1.81, -0.29, 3.98], [2.29, 1.16, 3.10], [0.10, 2.02, 3.58], [0.84, 2.30, 2.00], [-2.03, 1.54, 2.61], [-1.44, 3.08, 2.03], [-2.83, 4.40, -0.77], [-4.44, 4.58, -0.06], [-2.99, 4.88, 0.92], [-4.05, 1.38, 1.82], [-3.77, 2.95, 2.60], [-5.18, 2.71, 1.55], [-4.65, 2.37, -1.41], [-3.61, 3.10, -2.65], [-4.11, 1.42, -2.81], [-0.94, 0.52, -1.60], [-2.15, 0.32, -2.85], [-1.12, 1.75, -2.84], [0.14, -1.49, 3.41], [-0.93, -0.18, 3.92], [-2.07, -1.96, 2.54], [-2.16, -0.39, 1.76], [0.77, -3.74, 1.18], [0.95, -4.98, -0.09], [1.58, -3.34, -0.36], [-1.65, -3.54, -2.22], [0.09, -3.43, -2.44], [-0.66, -4.99, -1.98], [-2.70, -4.72, -0.18], [-4.20, -3.93, 0.35], [-3.73, -3.90, -1.36], [-2.67, -0.57, -0.31], [-3.94, -1.45, -1.17], [-4.06, -1.24, 0.58], [4.53, 0.40, -2.40], [3.39, 1.58, -2.98], [4.93, 2.13, -2.25], [2.56, 2.95, 0.20], [2.46, 3.10, -1.57], [1.41, 1.97, -0.76], [2.22, -0.60, -4.14], [1.08, -0.09, -3.41], [1.17, 1.33, -3.07], [-0.22, -0.46, -3.96], [1.25, -1.14, -1.56]],
  "mulliken_charge": [1.17, -1.17, 0.39, -0.78, 0.34, 0.58, -0.66, -1.58, 1.15, -1.93, -0.68, 0.06, -0.14, 0.45, -1.15, -1.10, 0.63, -1.24, -0.46, -1.74, -0.23, 0.20, 0.26, 0.11, -1.04, -1.04, 0.50, -1.25, -1.05, 0.34, -1.32, -1.13, 0.38, 0.36, 0.33, 0.37, 0.29, 0.02, -0.03, 0.69, 0.51, 0.35, 0.34, 0.39, 0.34, 0.56, 0.32, 0.34, 0.32, 0.24, 0.35, 0.31, 0.40, 0.34, 0.33, -1.11, 0.47, 0.73, 0.60, 0.32, 0.56, -0.36, 0.26, 0.41, 0.25, 0.36, 0.32, 0.28, 0.38, 0.37, 0.37, -0.06, 0.46, 0.21, 0.38, 0.48, 0.31, 0.35, 0.39, 0.21, -0.70, 1.03, -0.60, -0.60, -0.44]
}

***

Which formula does entry 3 have? C21H48N10NiO3S2